CH4BrClOP | ωB97M-V/def2-TZVPD

Properties
Highest occupied orbital energy (spin up / spin down) in eV: -14.00 / -14.43
Kohn-Sham gap (spin up / spin down) in Ha: 0.270 / 0.232
LUMO (spin up / spin down) in eV: -6.66 / -8.11
Energy above the lowest of the compared OMol25 structures with the same formula, charge and spin in kJ/mol: 299.5

```
! wB97M-V def2-TZVPD RIJCOSX def2/J DEFGRID3
* xyz 1 1
Br 4.614 -1.035 3.211
Cl 2.934 -1.001 -0.138
P 1.158 -0.819 0.659
O 1.358 0.396 1.658
C -0.084 -0.266 -0.595
H 0.332 0.593 -1.130
H 0.685 0.699 2.278
H -0.286 -1.067 -1.301
H -1.018 0.022 -0.114
*
```

natural (NBO) charges in e: atom 1 (Br): 0.003, atom 2 (Cl): -0.074, atom 3 (P): 1.538, atom 4 (O): -0.933, atom 5 (C): -0.956, atom 6 (H): 0.294, atom 7 (H): 0.556, atom 8 (H): 0.287, atom 9 (H): 0.284

C8H17MnN4O2S2Te | ωB97M-V/def2-TZVPD

Properties
Highest occupied orbital energy (spin up / spin down) in eV: -2.50 / -2.70
Kohn-Sham gap (spin up / spin down) in Ha: 0.173 / 0.180
LUMO (spin up / spin down) in eV: 2.21 / 2.21
⟨S²⟩: 8.76
Energy above the lowest of the compared OMol25 structures with the same formula, charge and spin in kJ/mol: 21.2

```
! wB97M-V def2-TZVPD RIJCOSX def2/J DEFGRID3
* xyz -1 6
Te -2.491 3.315 -1.248
Mn -0.674 1.544 -1.057
S 2.382 1.146 -2.688
S 0.087 1.684 3.625
O 3.719 1.574 -2.259
O -1.141 -0.627 -1.848
N -0.141 -0.009 1.745
N -0.306 3.527 1.670
N -0.311 1.216 1.149
N 1.157 1.573 -1.996
C 0.325 -1.132 3.872
C 0.060 0.068 3.018
C -0.220 2.221 1.999
C 0.833 -1.897 -1.101
C -1.930 0.220 -3.946
C -0.676 -1.749 -1.105
C 1.816 -1.381 4.076
C -0.999 -0.752 -3.266
H -1.240 -1.790 -3.537
H -1.034 -1.590 -0.091
H -0.176 -1.014 4.836
H 1.980 -2.251 4.711
H -0.752 4.116 2.359
H -1.828 0.111 -5.027
H 1.111 -2.734 -0.457
H 1.304 -0.997 -0.710
H -1.159 -2.651 -1.507
H 1.235 -2.088 -2.096
H -2.966 0.032 -3.663
H -1.713 1.255 -3.674
H -0.140 -1.981 3.367
H 2.301 -0.524 4.546
H 0.043 -0.561 -3.541
H 2.308 -1.555 3.119
H -0.763 3.682 0.726
*
```

natural (NBO) charges in e: atom 1 (Te): -1.346, atom 2 (Mn): 1.230, atom 3 (S): 1.335, atom 4 (S): 0.327, atom 5 (O): -0.966, atom 6 (O): -0.590, atom 7 (N): -0.255, atom 8 (N): -0.828, atom 9 (N): -0.458, atom 10 (N): -1.230, atom 11 (C): -0.439, atom 12 (C): 0.032, atom 13 (C): 0.276, atom 14 (C): -0.642, atom 15 (C): -0.637, atom 16 (C): -0.060, atom 17 (C): -0.596, atom 18 (C): -0.062, atom 19 (H): 0.158, atom 20 (H): 0.208, atom 21 (H): 0.210, atom 22 (H): 0.206, atom 23 (H): 0.390, atom 24 (H): 0.202, atom 25 (H): 0.205, atom 26 (H): 0.225, atom 27 (H): 0.158, atom 28 (H): 0.206, atom 29 (H): 0.217, atom 30 (H): 0.250, atom 31 (H): 0.231, atom 32 (H): 0.206, atom 33 (H): 0.182, atom 34 (H): 0.219, atom 35 (H): 0.439

C2F4O | ωB97M-V/def2-TZVPD

Properties
Highest occupied orbital energy (spin up / spin down) in eV: -9.81 / -8.41
Kohn-Sham gap (spin up / spin down) in Ha: 0.368 / 0.275
LUMO (spin up / spin down) in eV: 0.21 / -0.93
Energy above the lowest of the compared OMol25 structures with the same formula, charge and spin in kJ/mol: 415.1

```
! wB97M-V def2-TZVPD RIJCOSX def2/J DEFGRID3
* xyz 0 1
F -1.282 1.237 0.539
F 1.380 0.916 0.494
F 1.341 -1.232 0.437
F -1.338 -0.889 0.497
O 0.084 -0.058 -1.074
C -1.170 0.187 -0.266
C 0.987 -0.176 -0.186
*
```

natural (NBO) charges in e: atom 1 (F): -0.308, atom 2 (F): -0.309, atom 3 (F): -0.264, atom 4 (F): -0.335, atom 5 (O): -0.489, atom 6 (C): 0.743, atom 7 (C): 0.963